(1)
Density functional theory data (ωB97M-V/def2-TZVPD) for a molecular structure, C25H14F4N5Ti.

* net charge: -1
* LUMO: 0.032 hartree
* HOMO-LUMO gap: 4.693 eV
* electronic energy: -67588.2644 eV

The geometry in XYZ format:
```
49
Properties=species:S:1:pos:R:3:forces:R:3:lowdin_charge:R:1
C 2.7715 -2.6326 -1.7517 -0.0492 0.1146 0.0069 -0.21
C 3.8638 2.1347 0.5085 0.1298 0.4301 0.2799 -0.18
H 4.7347 2.1240 -0.1267 -0.0997 -0.2092 -0.1356 0.11
C -3.2939 0.7269 -0.5139 0.0734 -0.0009 -0.1065 -0.07
H 3.0385 -1.8318 2.2489 -0.0124 -0.0263 0.0353 0.06
C 3.0162 -2.1474 -0.4528 0.2235 -0.1017 -0.1133 -0.27
C -8.1459 2.4286 0.6096 0.0439 -0.0336 0.0132 -0.27
C 3.7008 -4.7687 -1.1087 0.0034 0.0229 0.0001 -0.09
C -5.6647 2.2013 0.3310 -0.0522 0.0366 0.0282 -0.07
C -2.0858 -0.0116 -0.9193 0.0129 -0.0090 0.1001 -0.15
F -6.8990 0.4011 -0.6109 -0.0028 -0.0028 -0.0255 0.09
H 4.7682 -1.8912 1.9458 -0.0172 0.0230 0.0060 0.08
C 2.1196 -1.7500 -2.7783 -0.0107 -0.0178 0.0243 -0.04
C -4.5892 0.2696 -0.7370 -0.0365 -0.0474 0.0362 -0.17
C 2.6956 2.9183 0.3159 0.1763 0.3388 0.2243 -0.16
F -4.1345 3.8139 1.1894 0.0200 -0.0012 0.0002 0.08
H 3.9482 -3.3075 2.6125 0.0222 -0.0030 -0.0028 0.07
C 1.8605 2.7555 1.4431 0.1689 0.4319 0.2649 -0.16
N -2.0027 -2.0439 -2.5027 -0.0018 0.0214 0.0072 0.14
C 3.7465 1.4848 1.7583 0.1894 0.4158 0.3103 -0.18
H 2.3184 -2.1141 -3.7859 0.0046 -0.0115 0.0008 0.08
C 3.9240 -4.2895 0.1728 -0.0431 -0.0703 -0.0122 -0.07
H 3.9747 -5.7834 -1.3678 -0.0214 -0.0104 0.0133 0.10
C 2.5029 1.8580 2.3270 0.3398 0.4805 0.2453 -0.17
C -3.2377 1.9505 0.1460 0.0194 0.0363 -0.0093 -0.16
C -6.7677 4.2181 1.3265 0.0326 -0.0201 -0.0211 -0.27
C -6.8253 2.9271 0.7441 -0.0785 0.0383 0.0199 -0.22
H 4.5061 0.8869 2.2345 -0.0880 -0.1971 -0.1080 0.11
N -9.2458 2.0778 0.5425 -0.0022 0.0027 -0.0149 0.10
N 2.6870 -0.8446 -0.1382 -0.3579 0.8061 0.5168 -0.08
N 0.2512 0.5910 -0.1595 -0.4418 -0.0777 -0.0504 0.04
Ti 2.0966 0.6787 0.3892 0.2071 -2.2292 -1.1566 0.96
F -2.0257 2.4911 0.4129 -0.0046 0.0124 0.0025 0.07
C -5.7101 0.9619 -0.3352 0.0356 0.0075 -0.0140 -0.16
H 4.3609 -4.9392 0.9230 0.0071 0.0135 0.0067 0.10
N -6.7898 5.2745 1.7973 0.0070 -0.0007 0.0047 0.10
C 3.5872 -2.9896 0.5196 0.0289 0.1256 0.0525 -0.22
H 2.5053 3.5758 -0.5183 -0.0884 -0.1245 -0.0801 0.12
H 2.1637 1.6056 3.3202 -0.1300 -0.2198 -0.0978 0.12
H 0.9298 3.2662 1.6316 -0.1147 -0.1492 -0.1433 0.12
H 2.9264 -4.3142 -3.0549 0.0146 0.0111 -0.0073 0.11
H 2.4778 -0.7236 -2.6953 0.0115 0.0001 -0.0421 0.06
C 3.8474 -2.4801 1.9108 0.0046 0.0018 -0.0738 -0.05
C -0.8486 0.3064 -0.5003 -0.1185 0.2800 0.0051 -0.13
C 3.1213 -3.9398 -2.0566 0.0127 -0.0232 -0.0130 -0.06
C -4.3484 2.6502 0.5499 0.0008 -0.0199 -0.0097 -0.16
C -2.0928 -1.1411 -1.7917 -0.0066 -0.0620 -0.0141 -0.21
F -4.7729 -0.9068 -1.3620 -0.0033 0.0033 0.0152 0.09
H 1.0355 -1.7280 -2.6432 -0.0085 0.0139 0.0316 0.07
```
Positions in Å, forces in eV/Å.


(2)
Density functional theory data (ωB97M-V/def2-TZVPD) for 7 unconnected molecules or ions with the total composition C7H14Cl14.

* net charge: 0
* LUMO: 0.016 hartree
* HOMO-LUMO gap: 11.289 eV
* SMILES: ClCCl.ClCCl.ClCCl.ClCCl.ClCCl.ClCCl.ClCCl
* electronic energy: -182800.1879 eV

The geometry in XYZ format:
```
35
Properties=species:S:1:pos:R:3:forces:R:3:lowdin_charge:R:1
Cl 38.6781 33.6592 28.1483 -0.6113 -0.1006 -0.0712 0.53
C 39.5874 31.1734 32.3594 -0.4522 -0.2239 0.2906 -1.04
C 35.5614 29.5204 28.6897 -0.2583 1.1669 -0.6164 -0.92
H 31.6866 35.0980 30.2431 0.0100 0.0329 0.0461 0.02
H 35.3110 29.7437 29.7175 0.1113 -0.2772 0.1405 0.00
Cl 37.2732 29.9019 28.4103 -0.3091 -0.3444 0.1079 0.52
H 36.4973 34.4335 28.6958 -0.0381 -0.0003 -0.2254 0.00
Cl 38.4025 29.9113 32.7941 0.1520 0.0933 -0.0636 0.47
C 41.3120 35.6171 29.8188 -0.3752 -0.1149 -0.5682 -1.05
Cl 40.9109 36.5994 31.2391 0.2108 -0.2429 -0.1940 0.50
H 35.2947 28.5334 28.3431 0.2669 -0.1746 0.1639 0.02
H 40.1663 31.3743 33.2517 0.0276 0.1358 -0.0523 0.02
H 39.0196 32.0240 32.0070 0.0932 0.1098 0.0904 -0.04
Cl 42.7990 36.1171 28.9785 -0.2034 -0.0806 0.3352 0.50
C 36.9955 33.4746 28.7358 0.7666 0.0384 0.8687 -0.98
C 34.7504 32.4557 33.3348 0.4624 -0.2726 -0.2562 -1.04
H 40.4993 35.7053 29.1053 0.0173 0.3003 0.0554 -0.02
Cl 32.8416 36.6688 31.5157 -0.0311 0.1139 0.2930 0.53
H 35.8945 32.7315 25.6075 -0.0016 0.2455 0.5179 0.01
Cl 34.1336 34.1109 26.5427 0.4194 0.0687 0.1174 0.50
Cl 33.8781 34.3136 30.1610 -0.0988 -0.1410 0.1518 0.51
Cl 37.0364 33.0147 30.4835 -0.1162 -0.0180 -0.5149 0.50
Cl 34.9106 30.7578 32.8417 0.0020 0.0015 -0.0849 0.48
H 41.3670 34.5616 30.0656 0.3415 0.1224 0.3848 0.02
C 32.4781 35.0399 30.9833 -0.2209 -0.1360 -0.6663 -1.01
Cl 34.5246 30.6581 27.7199 0.2426 -0.3044 0.2658 0.47
H 36.4965 32.6802 28.1971 0.0168 0.0255 -0.0632 -0.05
H 35.5346 32.6578 34.0558 -0.0806 0.0349 0.0458 0.03
H 34.4707 32.9101 24.6108 0.0662 0.0645 -0.0481 0.02
C 35.1533 33.4457 25.2645 -0.3593 -0.4515 -0.8912 -1.04
Cl 40.6596 30.6660 31.0773 0.2669 -0.1007 -0.3016 0.52
Cl 35.9834 34.6484 24.2580 -0.0876 0.0454 0.3084 0.51
H 32.1694 34.3935 31.7956 0.2225 0.1299 0.2160 0.00
Cl 33.1897 32.7490 34.0589 -0.4267 0.2397 0.2264 0.54
H 34.8591 33.0715 32.4499 -0.0258 0.0142 -0.0083 -0.05
```
Positions in Å, forces in eV/Å.


(3)
Density functional theory data (ωB97M-V/def2-TZVPD) for 2 unconnected molecules or ions with the total composition C3H11NSi.

* net charge: 0
* LUMO (alpha / beta): 0.001 / -0.006 hartree
* HOMO-LUMO gap (alpha / beta): 8.992 / 6.747 eV
* electronic energy: -12652.7285 eV

The geometry in XYZ format:
```
16
Properties=species:S:1:pos:R:3:forces:R:3:lowdin_charge:R:1
H -1.6648 -1.3300 -1.1844 1.8063 -0.4557 0.9741 0.11
C 2.2431 -0.5407 0.2223 -1.4734 0.2611 0.4872 -0.26
H -0.0493 -1.9645 -0.4967 1.4955 0.2016 -0.7354 0.04
H 2.0186 -1.3713 0.8800 -0.4666 -0.4586 -0.1821 0.03
H 2.4636 -0.8224 -0.7697 0.3460 -0.7831 -1.0701 0.00
H -1.6326 1.4504 1.1711 -0.4994 0.3266 0.9275 0.04
Si 0.8727 0.7488 0.1364 0.4689 0.7617 0.2241 0.60
H 3.1166 -0.1567 0.6568 1.3015 1.0742 0.4116 0.00
H -1.3933 -1.8651 0.4857 0.3481 0.7835 -0.4015 0.09
C -1.8643 0.9071 0.2830 -0.9277 -0.2933 -1.8436 -0.15
C -0.8519 -1.2987 -0.3373 -5.1941 -0.3929 -0.2839 -0.17
H 1.5536 2.6506 -2.2606 -0.1839 -0.5280 0.6747 -0.06
H 0.7884 1.5660 1.3898 0.1869 0.1744 -0.2792 -0.05
H -2.7672 0.2399 0.3269 0.8310 0.6801 0.5096 0.09
N -0.6890 0.0876 0.0024 1.2088 -0.1401 -0.1298 -0.42
H -2.1441 1.6988 -0.5055 0.7521 -1.2115 0.7169 0.10
```
Positions in Å, forces in eV/Å.


(4)
Density functional theory data (ωB97M-V/def2-TZVPD) for a molecular structure, C25H24N2OPSe2Tc.

* spin multiplicity: 2
* net charge: +3
* LUMO (alpha / beta): -0.461 / -0.446 hartree
* HOMO-LUMO gap (alpha / beta): 4.581 / 4.986 eV
* electronic energy: -173497.1019 eV

The geometry in XYZ format:
```
56
Properties=species:S:1:pos:R:3:forces:R:3:mulliken_spin:R:1
C 1.4626 4.6110 5.1608 -0.4419 -0.2517 -0.6113 0.00
C 0.7260 4.0689 4.0937 0.3328 0.8217 0.7051 0.00
C -4.0151 0.9241 -0.2782 -0.1484 0.0389 -0.1428 0.02
Tc 0.2881 0.2933 -0.2570 -0.7679 0.5695 0.7952 1.16
C -3.2427 2.1929 -2.1461 0.0353 0.0031 0.0052 0.00
Se 0.1512 -0.1047 2.1300 0.1249 0.2519 -1.0806 -0.41
Se 0.6316 2.6764 0.4222 -0.0181 -0.8193 -0.1765 0.28
C -2.5669 3.3123 1.8062 -0.0684 0.0093 -0.0157 0.01
H 3.2551 0.6592 -0.7173 0.0102 0.0072 0.0249 0.01
N -6.2887 0.4577 0.4871 0.0084 0.0303 -0.0086 0.00
C -3.7500 2.3887 4.1648 0.0001 0.0132 -0.0012 0.00
H 2.8451 4.2306 6.7653 -0.0005 0.0050 -0.0054 0.00
C -4.9838 0.4449 0.7886 0.0071 -0.0406 0.0611 0.00
H -1.1258 2.1409 -2.4406 0.0289 -0.0551 -0.0304 0.00
C 0.9913 -1.9192 -0.7430 0.0479 0.1385 0.1326 -0.01
H 1.7738 0.8459 4.3771 -0.0062 0.0086 0.0064 0.01
H -2.5107 -0.1470 0.7468 0.0231 0.0070 0.0071 0.00
H 1.3624 5.6677 5.3741 0.0304 -0.0532 0.0177 0.00
H -5.3000 2.1204 -1.5443 -0.0124 -0.0007 0.0152 0.00
H -1.4645 -2.8356 -1.4036 0.0081 -0.0221 -0.0060 0.00
H -3.4063 2.8701 -2.9728 0.0116 0.0018 -0.0085 0.00
H 0.0706 4.7217 3.5276 -0.0002 -0.0038 0.0010 0.00
C -4.4650 3.1845 3.2755 0.0374 0.0072 0.0097 0.00
H 1.9303 1.3268 -2.7463 -0.0255 0.0290 -0.0067 0.00
H 3.0187 1.8078 6.2481 -0.0101 0.0268 -0.0052 0.00
H -1.8731 1.4573 4.5970 0.0069 0.0433 0.0102 0.00
C -2.4345 2.0641 3.8947 0.0163 -0.0491 0.1143 0.00
H -2.1044 3.6767 0.8964 0.0113 0.0161 -0.0188 -0.01
C 1.6724 1.9069 4.5757 0.4594 0.0282 0.4357 0.00
C -1.0189 -2.3053 -2.2436 -0.0471 0.0379 0.0682 0.01
H -4.2173 2.0287 5.0709 0.0040 0.0016 -0.0009 0.00
C -4.2966 1.7663 -1.3442 0.0786 -0.0915 0.1098 0.00
C -1.9630 1.7692 -1.8663 0.1651 0.1875 -0.1646 0.01
C 0.8397 2.7148 3.7978 0.0424 -0.5241 -0.1044 0.00
C 0.1782 -1.5168 -1.8269 0.1684 0.0781 -0.1850 0.03
C 2.1232 -1.1609 -0.3923 0.1299 0.0492 0.2204 0.01
H 0.7497 -2.8084 -0.1740 -0.0251 -0.0374 -0.0484 0.00
C 2.4238 0.0515 -1.0487 -0.0387 -0.0514 -0.1754 -0.02
C 1.6648 0.4417 -2.1843 -0.2270 -0.2909 0.1712 0.02
C -2.7087 0.5177 -0.0819 0.0623 -0.2222 0.0285 -0.02
H -6.6408 0.6175 -0.4404 -0.0079 -0.0088 -0.0122 0.00
H 2.7260 -1.4565 0.4573 0.0356 -0.0884 -0.0292 0.00
C 2.2927 3.8034 5.9393 -0.3089 0.3490 -0.2648 0.00
H -4.4364 4.2823 1.4291 -0.0093 0.0243 0.0083 0.00
H -0.7061 -3.0525 -2.9790 0.0208 -0.0047 -0.0066 0.00
H -0.0364 -0.0625 -3.4009 0.0179 0.0401 -0.0418 0.00
N -1.6876 0.9223 -0.8543 0.1663 -0.2329 0.1562 -0.06
C -3.8771 3.6487 2.1044 0.0148 0.0122 -0.0139 0.00
C 2.3922 2.4582 5.6524 -0.4051 -0.7687 -0.7461 0.00
O -4.5190 0.1013 1.8593 0.0246 0.0095 -0.0641 0.00
H -6.9390 0.1185 1.1805 -0.0077 -0.0087 0.0134 0.00
H -5.4886 3.4507 3.5036 -0.0060 0.0040 -0.0016 0.00
H -1.7695 -1.6738 -2.7171 0.0058 -0.0045 -0.0135 0.00
P -0.1447 2.1051 2.4204 0.3088 0.8447 1.3691 0.02
C -1.8486 2.5355 2.7154 0.1796 -0.2510 -0.5133 -0.03
C 0.5766 -0.3595 -2.5585 -0.0426 0.1863 0.0171 -0.03
```
Positions in Å, forces in eV/Å.


(5)
Density functional theory data (ωB97M-V/def2-TZVPD) for a molecular structure, C3H6MnO3.

* spin multiplicity: 6
* net charge: +2
* LUMO (alpha / beta): -0.435 / -0.443 hartree
* HOMO-LUMO gap (alpha / beta): 8.617 / 8.391 eV
* electronic energy: -40650.6582 eV

The geometry in XYZ format:
```
13
Properties=species:S:1:pos:R:3:forces:R:3:mulliken_spin:R:1
O -2.4283 0.4636 -0.3558 -1.5827 -0.2150 0.0643 0.04
H 2.6798 0.1094 0.6195 -0.2407 -0.0168 -0.0191 0.00
H 1.4233 1.3302 0.3276 0.1315 -0.2079 0.0589 0.00
C -1.2129 0.1871 -0.8823 3.0510 3.4595 -1.7017 0.00
O -0.6489 -0.5759 0.0613 0.6407 -1.1419 -0.0587 0.05
H 0.9919 -1.7291 0.3006 0.1474 0.2117 -0.0220 -0.01
H 1.1591 -0.7641 -1.1553 -0.7509 0.3203 0.0696 0.01
O -0.6080 0.7557 -1.7332 -1.9012 -1.2105 0.5436 0.01
H -2.9377 1.1554 -0.8058 -0.2342 0.2502 -0.4036 0.00
H 1.3289 0.2629 1.7648 0.1768 0.0178 -0.1593 0.00
Mn -2.2198 -0.7917 1.2567 -0.4180 -0.3307 0.8575 4.88
C 0.8678 -0.7192 -0.1022 1.5354 -1.4698 0.7810 0.00
C 1.6049 0.3157 0.7041 -0.5553 0.3330 -0.0104 0.00
```
Positions in Å, forces in eV/Å.